{
  "formula": "C3H2N2O2",
  "method": "ωB97M-V with the def2-TZVPD basis set",
  "e_homo_ev": -8.79,
  "relative_energy_ev": 1.838,
  "gap_ev": 9.4,
  "charge": 0,
  "largest_force_ha_per_bohr": 0.1119,
  "total_energy_ev": -10216.35070,
  "symbols": ["C", "C", "C", "N", "N", "O", "O", "H", "H"],
  "xyz": [[0.475, -2.275, -0.730], [-0.251, 0.099, 0.677], [1.426, 1.352, -0.405], [0.293, 1.087, -0.101], [-1.576, 0.087, 0.543], [1.420, -2.605, -0.215], [2.383, 1.901, -0.826], [-2.070, -0.452, 1.130], [-2.099, 0.807, -0.074]]
}